This record from OMol25 describes C4H8CsO2S as an isolated structure in a non-equilibrium geometry. The level of theory is wB97M-V/def2-TZVPD.

Its total energy is -19750.398 eV. The value obtained for the LUMO energy is -0.1251 Eh. Its total charge is +1. The energy relative to the best compared isomer or geometry (same formula, charge and spin) comes out at 9.7 kcal/mol.

Element x y z (Å)
Cs (3.176840, -2.061483, -3.518095)
C (-1.497517, 0.140408, 0.443103)
C (-0.432109, -0.300148, 1.467122)
C (0.885920, 0.318345, 1.073355)
S (0.943985, 0.250207, -0.770887)
O (1.509365, -0.998573, -1.280571)
O (1.477637, 1.490458, -1.258264)
C (-0.895555, 0.324285, -0.961343)
H (-2.101541, 0.971003, 0.811430)
H (-2.255012, -0.642378, 0.367511)
H (-0.453343, -1.391771, 1.531014)
H (-0.716546, -0.060320, 2.493816)
H (1.733816, -0.142111, 1.571574)
H (0.886032, 1.407675, 1.117578)
H (-1.205788, -0.536354, -1.551417)
H (-1.056184, 1.230757, -1.535925)

Cartesian forces, eV/Å:
Cs -0.1 0.1 0.2
C -1.0 -0.1 0.2
C -0.7 -0.3 0.1
C 0.0 -0.3 -1.0
S -1.1 -0.1 1.1
O -0.1 0.1 0.0
O 0.5 0.0 -0.3
C 0.8 -0.9 0.2
H 0.5 0.5 -0.2
H 0.1 -0.1 0.0
H 0.7 0.0 -0.5
H 0.0 0.6 -0.2
H 0.3 0.2 -0.3
H 0.0 0.0 0.7
H 0.3 0.1 -0.3
H -0.3 0.2 0.3

natural (NBO) population analysis, charges in e, atoms 1 to 4:
1 Cs 0.997
2 C -0.421
3 C -0.427
4 C -0.625